1.
Formula: C20H16N4O7S2
Source: OMol25
Level of theory: the ωB97M-V functional and the def2-TZVPD basis

gap between HOMO and LUMO	7.364	eV
LUMO level	-1.1	eV
relative energy (zero: lowest compared OMol25 entry of this formula, charge and spin)	0.205	eV
net charge	0
F_max	1.162	eV/Å
SMILES string	[H]/N=C1/C(=C\c2ccc(OC(=O)c3ccco3)c(OC)c2)C(=O)N=C2SC(S(=O)(=O)CC)=NN21

The geometry in XYZ format:
```
49
C20H16N4O7S2 (the ωB97M-V functional and the def2-TZVPD basis)
C 7.33 -1.21 -1.71
C 7.86 -1.23 -0.30
H 8.60 -2.01 -0.15
H 8.26 -0.27 0.03
S 6.50 -1.63 0.82
O 5.85 -2.83 0.40
O 6.93 -1.52 2.18
C 5.35 -0.26 0.56
N 4.13 -0.41 0.24
N 3.47 0.75 0.18
C 4.20 1.88 0.45
N 3.77 3.07 0.38
C 2.44 3.31 0.07
O 2.06 4.44 -0.09
C 1.51 2.13 -0.04
C 0.19 2.50 0.00
C -1.08 1.83 0.04
C -1.28 0.46 -0.18
C -2.54 -0.09 -0.10
C -3.65 0.73 0.21
C -3.46 2.09 0.41
C -2.20 2.63 0.32
H -2.07 3.69 0.49
H -4.31 2.72 0.64
O -4.85 0.06 0.26
C -6.05 0.62 0.54
O -6.25 1.78 0.79
C -7.06 -0.43 0.50
C -6.95 -1.78 0.23
C -8.26 -2.30 0.33
C -9.06 -1.24 0.64
O -8.35 -0.12 0.75
H -10.12 -1.18 0.82
H -8.56 -3.32 0.18
H -6.05 -2.30 -0.01
O -2.82 -1.41 -0.29
C -1.75 -2.27 -0.60
H -1.01 -2.30 0.20
H -1.26 -1.99 -1.54
H -2.20 -3.26 -0.72
H -0.42 -0.14 -0.42
H 0.09 3.58 0.06
C 2.09 0.80 -0.14
N 1.49 -0.25 -0.52
H 2.07 -1.08 -0.53
S 5.85 1.40 0.84
H 8.14 -1.12 -2.43
H 6.80 -2.14 -1.90
H 6.65 -0.38 -1.86
```

2.
Formula: C20H17BClN5O3
Source: OMol25
Level of theory: the ωB97M-V functional and the def2-TZVPD basis

gap between HOMO and LUMO	8.514	eV
LUMO level	0.3	eV
net charge	0
F_max	5.445	eV/Å
SMILES string	C=CC(=O)Nc1cccc(Nc2nc(Nc3ccc4c(c3)B(O)OC4)ncc2Cl)c1

The geometry in XYZ format:
```
47
C20H17BClN5O3 (the ωB97M-V functional and the def2-TZVPD basis)
O 3.20 -1.79 5.01
Cl 3.39 -0.07 -4.38
N -0.25 0.64 -2.92
N 1.13 -0.01 -1.12
O -4.73 1.11 -5.09
O -6.40 1.88 -3.39
B -5.15 1.24 -3.75
C 2.50 -0.82 4.71
C 2.57 0.37 6.83
C 1.89 0.02 5.70
C 0.00 0.42 -1.66
C 0.82 0.60 -3.75
C 2.12 -0.05 -1.94
C 4.57 -2.69 1.32
C 3.85 -2.19 2.37
C -3.43 0.49 -0.02
C -2.91 0.60 -2.37
C 4.50 -2.07 0.04
C 3.02 -0.51 0.99
C -4.75 0.82 -0.22
C 2.05 0.29 -3.27
C -4.25 0.87 -2.59
C 3.01 -1.14 2.23
C -2.50 0.50 -1.06
C 3.68 -0.98 -0.14
C -5.13 1.03 -1.52
N 2.44 -0.47 3.34
N -1.09 0.48 -0.75
N 3.40 -0.42 -1.41
C -6.50 1.54 -1.99
H -5.49 1.31 -5.64
H 3.50 -0.10 6.95
H 2.22 1.13 7.46
H 0.84 0.28 5.62
H 0.78 0.87 -4.80
H 5.08 -3.61 1.40
H 4.08 -2.57 3.40
H -2.96 0.49 0.92
H -2.17 0.60 -3.17
H 4.98 -2.50 -0.82
H 2.39 0.34 0.89
H -5.43 0.63 0.65
H 2.02 0.41 3.19
H -0.90 0.33 0.27
H 4.22 -0.40 -2.03
H -7.24 0.73 -1.98
H -6.96 2.39 -1.51
```